[1]
Here is a single C5H5NO2 molecule at a distorted geometry from the Open Molecules 2025 dataset. Energies are from the ωB97M-V functional and the def2-TZVPD basis.

Geometry as XYZ:
```
13
Properties=species:S:1:pos:R:3
C 0.0190 2.2390 -0.1557
C -0.9473 1.4803 -0.6451
O -1.1925 0.2553 -0.6461
C -0.2950 -0.6482 -0.3791
C -0.4077 -1.6441 0.4948
C 0.9897 -1.9616 0.7380
N 1.8071 -1.2076 0.0739
O 0.9701 -0.4136 -0.5326
H 0.8418 1.6307 0.4747
H 0.4461 3.3848 -0.4668
H -1.8455 2.1241 -1.0378
H -1.4605 -2.2371 0.7029
H 1.0747 -3.0020 1.3789
```

Properties
**F_max**: 9.60 eV/A
**Highest occupied orbital energy**: -8.96 eV
**Structure (SMILES)**: C=COc1ccno1
**Relative energy (zero: lowest compared OMol25 entry of this formula, charge and spin)**: 145.3 kcal per mole
**LUMO level**: 0.8765 eV

List of Mulliken charges in e, atom by atom:
1 C -0.512
2 C 0.091
3 O -0.340
4 C 0.493
5 C -0.326
6 C 0.041
7 N -0.477
8 O -0.080
9 H 0.150
10 H 0.225
11 H 0.227
12 H 0.254
13 H 0.255

[2]
Here is a molecular structure, C25H29N3O9Ti at a distorted geometry from the Open Molecules 2025 dataset. Energies are from the ωB97M-V functional and the def2-TZVPD basis.

Geometry as XYZ:
```
67
Properties=species:S:1:pos:R:3
Ti -0.5931 0.2736 -1.1711
C 1.9942 2.4701 -1.3900
C 0.9660 3.5685 -1.4696
O 0.5580 3.9045 -0.1590
C -0.6790 4.5862 -0.0822
C -1.8603 3.7748 -0.6039
O -1.8601 2.4243 -0.1674
C -2.1602 2.2288 1.2095
C -0.8967 2.0272 2.0282
O -0.0159 1.1759 1.3191
C 1.3501 1.4159 1.5892
C 2.1061 0.8477 0.4115
O 1.4686 1.2714 -0.8037
H 2.8454 2.8005 -0.7927
H 2.3434 2.2217 -2.3954
H 0.1227 3.2459 -2.0793
H 1.4254 4.4339 -1.9672
H -0.6442 5.5372 -0.6309
H -0.8090 4.8241 0.9742
H -1.8681 3.7243 -1.6894
H -2.7860 4.2705 -0.2889
H -2.7960 1.3500 1.2639
H -2.7130 3.0858 1.6066
H -1.1548 1.5876 2.9985
H -0.3935 2.9827 2.2046
H 1.6641 0.9193 2.5143
H 1.5244 2.4925 1.6772
H 3.1465 1.1756 0.4129
H 2.0812 -0.2377 0.4177
C 0.4866 -0.2809 -4.3005
O 0.8696 -0.1804 -2.9192
C 1.8155 -1.1291 -2.5175
C 2.9806 -1.3395 -3.2266
C 3.8811 -2.3103 -2.8031
C 3.5887 -3.0568 -1.6723
C 2.4301 -2.8236 -0.9485
C 1.5253 -1.8324 -1.3428
N 0.3711 -1.4831 -0.6407
N 0.2531 -2.1941 0.4914
C -0.8633 -2.0751 1.2318
C -1.9623 -1.2383 0.9501
O -1.9310 -0.3491 -0.0419
C -3.1293 -1.3094 1.7377
C -3.2111 -2.1247 2.8291
C -2.1040 -2.9348 3.2060
C -2.1566 -3.7624 4.3501
C -1.0883 -4.5395 4.7053
C 0.0787 -4.5183 3.9202
C 0.1518 -3.7284 2.8027
C -0.9356 -2.9159 2.4167
H 1.3621 -0.1958 -4.9395
H -0.1786 0.5513 -4.5021
H -0.0211 -1.2279 -4.4774
H 3.1943 -0.7547 -4.1113
H 4.7917 -2.4801 -3.3612
H 4.2705 -3.8307 -1.3435
H 2.1979 -3.3945 -0.0631
H -3.9745 -0.6968 1.4463
H -4.1210 -2.1608 3.4154
H -3.0627 -3.7711 4.9448
H -1.1403 -5.1689 5.5845
H 0.9253 -5.1331 4.1996
H 1.0461 -3.7135 2.1967
O -3.2374 1.3320 -3.5534
N -2.2276 0.9407 -3.0482
O -1.9834 -0.2825 -2.8238
O -1.2583 1.7298 -2.7282
```

Properties
**F_max**: 1.64 eV/A
**Highest occupied orbital energy (spin up / spin down)**: -5.68 / -5.71 eV
**Relative energy (zero: lowest compared OMol25 entry of this formula, charge and spin)**: 1.0 kcal per mole
**LUMO level (spin up / spin down)**: -0.3744 / -0.1847 eV

List of Mulliken charges in e, atom by atom:
1 Ti 0.040
2 C -1.037
3 C -0.419
4 O -0.278
5 C -0.638
6 C -0.828
7 O -0.015
8 C -0.360
9 C -0.920
10 O 0.142
11 C -0.909
12 C -0.701
13 O 0.483
14 H 0.539
15 H 0.244
16 H 0.216
17 H 0.480
18 H 0.458
19 H 0.324
20 H 0.302
21 H 0.477
22 H -0.141
23 H 0.621
24 H 0.401
25 H 0.398
26 H 0.467
27 H 0.450
28 H 0.536
29 H 0.092
30 C -1.166
31 O 0.649
32 C 0.903
33 C -0.680
34 C -0.814
35 C -0.799
36 C -0.823
37 C -0.094
38 N 1.426
39 N -0.730
40 C -0.505
41 C 0.826
42 O 0.090
43 C -0.657
44 C -1.185
45 C 0.811
46 C -0.934
47 C -0.488
48 C -0.784
49 C -0.401
50 C 0.717
51 H 0.452
52 H 0.239
53 H 0.327
54 H 0.370
55 H 0.417
56 H 0.411
57 H 0.404
58 H 0.583
59 H 0.371
60 H 0.384
61 H 0.385
62 H 0.397
63 H 0.318
64 O -0.699
65 N 1.075
66 O -0.514
67 O -0.705

[3]
Here is a molecular structure, C4H5AgLiO5 at a distorted geometry from the Open Molecules 2025 dataset. Energies are from the ωB97M-V functional and the def2-TZVPD basis.

Geometry as XYZ:
```
16
Properties=species:S:1:pos:R:3
O -2.1724 0.1161 -0.8006
C -1.3515 0.0483 0.1813
O -1.7634 0.3018 1.3327
O -0.1258 -0.3174 -0.0941
C 1.9923 -0.3740 0.5567
C 0.6987 -0.9132 1.0226
Ag -3.6428 0.7087 0.5610
H 2.7229 -0.3689 1.3714
H 2.1668 -1.3086 -0.1202
H 0.4404 -0.5093 2.0079
H 0.5846 -1.9974 0.9166
Li -1.8072 -0.4501 -2.5467
O 2.2830 0.8039 -0.2820
C 3.3703 1.3893 -0.2343
O 3.6075 2.4882 -0.7762
H 4.4220 2.9323 -0.4677
```

Properties
**F_max**: 6.59 eV/A
**⟨S²⟩**: 2.009
**Highest occupied orbital energy (spin up / spin down)**: -21.97 / -22.97 eV
**Net charge**: +3
**Relative energy (zero: lowest compared OMol25 entry of this formula, charge and spin)**: 0.0 kcal per mole
**LUMO level (spin up / spin down)**: -12.1944 / -16.1193 eV
**Spin multiplicity**: 3

List of Mulliken charges in e, atom by atom:
1 O -0.804
2 C 1.420
3 O -0.464
4 O -0.266
5 C -0.343
6 C -0.508
7 Ag 0.849
8 H 0.489
9 H 0.292
10 H 0.373
11 H 0.366
12 Li 0.954
13 O -0.159
14 C 0.519
15 O -0.195
16 H 0.476